Record 1
The following is a quantum chemistry calculation of an isolated molecule of C10H14N6O, from the Open Molecules 2025 dataset.

Geometry as XYZ:
```
31
Properties=species:S:1:pos:R:3:forces:R:3:nbo_charge:R:1
O 1.713 -0.043 0.016 -0.2 0.2 -0.1 -0.53
N -1.338 -1.580 -1.335 0.1 -0.2 0.0 -0.80
N -0.529 1.174 -1.850 0.1 0.2 -0.2 -0.44
N -1.824 0.719 -1.753 -0.5 -1.4 0.1 -0.10
N -3.520 -0.560 -1.342 0.5 -1.2 0.3 -0.37
N -3.918 0.684 -1.599 -0.8 0.5 -0.1 -0.05
N -2.951 1.458 -1.833 0.5 1.3 -0.2 -0.11
C 0.424 -0.819 1.933 0.3 -0.1 -0.2 -0.33
C -1.440 1.137 1.341 0.2 0.0 0.0 -0.17
C 0.640 0.027 0.852 -0.2 0.2 0.2 0.38
C -2.207 -0.550 -1.433 0.0 1.0 -0.4 0.50
C -1.657 0.285 2.411 -0.1 -0.1 0.1 -0.24
C -0.721 -0.688 2.703 -0.1 0.1 0.0 -0.18
C 2.755 -0.955 0.303 0.4 -0.3 0.0 -0.06
C -0.113 1.909 -0.644 -0.1 0.1 0.3 -0.25
C -0.304 1.025 0.558 0.3 0.1 -0.1 -0.12
C 3.840 -0.751 -0.742 -0.4 0.0 0.2 -0.62
H -0.378 -1.313 -1.180 0.0 -0.1 0.0 0.41
H 1.139 -1.588 2.181 0.1 -0.1 0.0 0.22
H 2.379 -1.987 0.261 0.0 0.1 0.1 0.17
H 4.658 -1.445 -0.566 0.1 -0.1 0.0 0.22
H 4.219 0.266 -0.692 0.1 0.1 0.0 0.21
H 3.435 -0.921 -1.736 0.0 0.0 -0.1 0.22
H 0.944 2.143 -0.781 -0.1 0.1 0.0 0.22
H 3.155 -0.767 1.309 -0.1 0.0 -0.1 0.18
H -0.876 -1.359 3.534 0.0 -0.1 0.1 0.22
H -2.169 1.899 1.105 -0.1 0.1 -0.1 0.22
H -0.441 1.768 -2.671 -0.1 -0.3 0.0 0.38
H -0.689 2.835 -0.516 0.1 -0.1 0.0 0.20
H -1.674 -2.385 -0.836 0.0 0.0 0.0 0.41
H -2.551 0.381 3.006 -0.1 0.0 0.1 0.22
```
Positions in Å, forces in eV/Å.

Calculated values
**HOMO**: -8.9 eV
**Total charge**: 0
**LUMO energy**: 0.61 eV
**Energy relative to the best compared isomer or geometry (same formula, charge and spin)**: 0.0 kJ/mol
**DFT total energy**: -793.17759 Ha
**Kohn-Sham gap**: 9.479 eV
**F_max**: 1.48 eV Å⁻¹


Record 2
The following is a quantum chemistry calculation of an isolated molecule of C23H25N5O2, from the Open Molecules 2025 dataset.

Geometry as XYZ:
```
55
Properties=species:S:1:pos:R:3:forces:R:3:nbo_charge:R:1
O -2.301 -0.761 -2.823 -0.1 0.1 -0.2 -0.64
O -1.428 -4.373 -0.236 -0.1 -0.4 0.0 -0.64
N -1.791 -2.516 -1.479 -0.3 -0.1 -0.3 -0.64
N -0.284 -2.479 0.295 0.0 -0.1 0.0 -0.42
N -0.295 0.806 -0.961 0.3 -0.2 0.3 -0.34
N 1.433 1.907 0.322 0.2 0.3 0.0 -0.46
N 0.747 -0.335 0.653 -0.1 -0.1 0.4 -0.54
C 2.657 1.521 1.019 0.0 -0.1 -0.1 -0.23
C -2.095 1.044 1.610 -0.1 0.0 0.0 -0.23
C 4.608 -1.673 -1.070 0.0 -0.1 -0.1 -0.22
C -0.707 1.857 -1.857 -0.3 0.3 -0.5 -0.21
C -1.675 -1.180 -1.867 0.2 0.0 0.1 0.66
C -3.662 0.118 0.063 -0.1 0.1 0.1 -0.22
C -0.758 -0.500 -1.012 0.3 -0.5 0.5 -0.10
C 0.883 3.153 0.818 0.0 0.1 0.1 -0.40
C -2.780 2.421 -0.394 0.0 0.0 -0.2 -0.42
C -2.210 2.165 -1.795 0.1 0.1 0.2 -0.42
C 0.438 -3.091 1.386 0.1 -0.2 0.2 -0.41
C 3.354 0.402 0.296 0.3 0.0 0.0 -0.03
C -2.122 -0.131 2.342 0.0 0.0 0.1 -0.21
C 4.428 -1.750 0.300 0.0 0.0 0.1 -0.21
C -3.696 -1.054 0.796 -0.1 0.0 0.0 -0.23
C 3.802 -0.719 0.979 0.1 0.1 0.0 -0.19
C 4.166 -0.555 -1.758 0.0 0.0 -0.1 -0.22
C -0.093 -1.163 0.008 -0.4 0.9 -0.9 0.39
C -1.183 -3.206 -0.448 0.1 0.1 0.1 0.80
C -2.844 1.175 0.449 -0.1 0.1 0.2 -0.01
C 0.606 0.841 0.054 -0.3 -0.4 -0.3 0.59
C -2.914 -1.188 1.931 0.0 -0.1 0.1 -0.18
C 3.546 0.477 -1.078 0.0 0.1 0.1 -0.16
H 4.771 -2.620 0.841 0.0 -0.1 0.0 0.21
H 3.650 -0.789 2.046 -0.1 0.0 0.1 0.21
H 0.198 -4.152 1.390 0.0 0.1 0.0 0.25
H 3.299 2.408 1.035 -0.1 0.0 0.1 0.21
H -2.434 -3.073 -2.031 0.1 0.1 0.1 0.43
H 5.089 -2.481 -1.601 0.0 -0.1 0.0 0.21
H 4.303 -0.489 -2.827 0.0 0.0 -0.1 0.21
H 1.546 3.971 0.530 -0.1 0.0 0.0 0.21
H -0.479 1.535 -2.879 0.1 0.1 0.1 0.22
H 1.507 -2.936 1.241 0.0 0.0 0.0 0.22
H -0.102 3.333 0.399 0.0 0.0 0.0 0.21
H -4.330 -1.869 0.479 -0.1 -0.1 0.0 0.22
H -2.930 -2.109 2.494 0.0 -0.1 0.1 0.21
H -3.795 2.808 -0.520 0.1 0.1 0.0 0.22
H 2.445 1.221 2.054 0.0 0.1 0.0 0.20
H -2.381 3.046 -2.417 0.0 0.0 -0.1 0.21
H -4.272 0.213 -0.823 0.0 0.0 -0.1 0.22
H -1.479 1.865 1.948 0.1 0.1 0.0 0.20
H -2.200 3.192 0.119 -0.1 0.0 0.0 0.20
H -2.743 1.329 -2.248 0.0 0.1 -0.1 0.25
H 0.138 -2.633 2.329 0.0 0.0 0.0 0.20
H 3.197 1.347 -1.614 -0.1 0.1 -0.1 0.21
H 0.798 3.145 1.913 -0.1 0.0 0.0 0.18
H -1.519 -0.217 3.235 0.1 0.0 0.1 0.21
H -0.108 2.741 -1.635 0.0 -0.1 0.0 0.21
```
Positions in Å, forces in eV/Å.

Calculated values
**HOMO**: -7.9 eV
**Total charge**: 0
**LUMO energy**: 0.61 eV
**Energy relative to the best compared isomer or geometry (same formula, charge and spin)**: 23.8 kJ/mol
**DFT total energy**: -1315.79468 Ha
**Kohn-Sham gap**: 8.473 eV
**F_max**: 1.35 eV Å⁻¹


Record 3
The following is a quantum chemistry calculation of a cluster of 2 separate species, C4H16N3O in total, from the Open Molecules 2025 dataset.

Geometry as XYZ:
```
24
Properties=species:S:1:pos:R:3:forces:R:3:nbo_charge:R:1
O 3.251 1.986 0.396 0.9 0.1 -0.3 -0.93
N -1.580 1.638 1.374 -1.0 -0.8 -2.1 -0.91
N -0.413 -2.910 -1.048 0.3 0.0 -0.8 -0.88
N -1.680 -0.731 -0.343 -0.7 0.1 1.1 -0.68
C 0.525 -1.865 -0.632 -1.0 -0.1 2.0 -0.23
C -0.292 -0.756 0.153 2.1 0.7 -0.9 -0.06
C -0.448 1.889 0.489 2.0 -0.5 1.8 -0.24
C 0.371 0.623 -0.022 -1.2 0.5 -0.4 -0.45
H -2.216 -0.055 0.210 0.2 0.6 0.4 0.46
H -0.166 -3.330 -1.938 0.0 0.3 -0.1 0.39
H -0.392 -3.684 -0.410 0.0 -0.3 0.4 0.38
H -0.647 2.567 -0.334 -0.5 -0.1 0.1 0.22
H -0.242 -0.966 1.218 -0.8 -0.3 0.0 0.22
H 4.162 2.181 0.106 -0.3 0.0 0.7 0.48
H -2.131 -1.641 -0.207 0.3 -0.1 -0.7 0.46
H -2.396 2.189 1.126 0.3 -0.1 0.8 0.40
H -1.399 1.441 2.338 0.0 0.5 0.2 0.40
H 1.170 -1.455 -1.402 -0.3 0.0 -0.3 0.22
H 0.303 2.367 1.135 -0.1 0.5 -0.6 0.22
H 2.872 1.774 -0.453 -0.5 -0.1 -0.4 0.46
H -1.708 -0.429 -1.305 -0.1 -0.3 -0.5 0.43
H 1.343 0.632 0.464 -0.1 -0.3 0.1 0.26
H 0.566 0.794 -1.084 0.0 -0.2 -0.2 0.20
H 1.147 -2.257 0.171 0.6 0.0 -0.3 0.21
```
Positions in Å, forces in eV/Å.

Calculated values
**HOMO**: -13.0 eV
**Total charge**: +1
**LUMO energy**: -2.91 eV
**Energy relative to the best compared isomer or geometry (same formula, charge and spin)**: 99.6 kJ/mol
**DFT total energy**: -401.25943 Ha
**Kohn-Sham gap**: 10.084 eV
**F_max**: 2.76 eV Å⁻¹


Record 4
The following is a quantum chemistry calculation of an isolated molecule of C11H13OPS, from the Open Molecules 2025 dataset.

Geometry as XYZ:
```
27
Properties=species:S:1:pos:R:3:forces:R:3:nbo_charge:R:1
S 0.754 -3.454 -1.906 0.1 2.3 0.4 -0.37
P 0.711 -1.662 -0.992 -1.7 -1.7 -1.5 1.29
O -0.235 0.988 -1.887 1.3 -1.6 0.4 -0.69
C 1.940 -1.585 0.256 1.5 0.8 0.1 -0.46
C -0.891 -1.351 -0.353 -1.3 1.3 1.5 -0.70
C 1.767 -0.796 1.393 -0.5 -1.1 -0.9 -0.15
C -1.717 2.257 -0.564 -0.7 1.9 -2.3 -0.63
C 4.027 -2.422 1.113 -1.4 0.6 0.9 -0.21
C -2.514 0.801 -2.542 -0.1 2.1 2.9 -0.62
C 3.087 -2.361 0.081 0.5 0.1 0.5 -0.15
C 2.679 -0.918 2.415 0.3 -0.4 0.2 -0.21
C -1.661 -0.252 -0.483 0.4 -1.2 -0.5 -0.02
C -1.494 0.938 -1.380 1.0 -0.2 0.4 0.17
C 3.812 -1.689 2.315 1.0 -1.0 -2.3 -0.16
H -2.621 -0.370 -0.026 -0.6 0.4 0.5 0.20
H 4.621 -1.734 3.057 -0.9 0.0 0.0 0.23
H 3.177 -2.887 -0.860 0.3 -0.3 0.2 0.24
H 0.816 -0.298 1.383 -0.1 0.6 0.8 0.24
H -3.432 1.265 -2.168 -0.2 -0.2 -0.7 0.20
H -0.939 2.417 0.187 -0.6 -0.3 0.3 0.23
H 2.497 -0.636 3.397 -0.7 1.5 1.5 0.22
H -1.961 1.381 -3.202 0.1 1.3 -1.9 0.24
H -2.632 -0.145 -2.923 -0.3 -2.3 -0.6 0.21
H -1.519 3.134 -1.315 -0.2 -1.6 1.0 0.22
H -1.332 -2.042 0.401 0.8 -0.1 -0.9 0.27
H 4.776 -3.171 1.164 1.0 -0.3 -0.6 0.22
H -2.801 2.463 -0.323 1.2 -0.6 0.6 0.21
```
Positions in Å, forces in eV/Å.

Calculated values
**HOMO (alpha / beta)**: -8.3 / -8.3 eV
**Total charge**: 0
**LUMO energy (alpha / beta)**: -2.59 / -2.59 eV
**Energy relative to the best compared isomer or geometry (same formula, charge and spin)**: 266.7 kJ/mol
**DFT total energy**: -1241.57330 Ha
**Kohn-Sham gap (alpha / beta)**: 5.706 / 5.703 eV
**F_max**: 3.58 eV Å⁻¹


Record 5
The following is a quantum chemistry calculation of the ion C10H20BFIN2O3 with charge -1, from the Open Molecules 2025 dataset.

Geometry as XYZ:
```
38
Properties=species:S:1:pos:R:3:forces:R:3:nbo_charge:R:1
I 4.604 2.465 -0.179 0.2 -0.1 -0.3 -0.06
F 1.462 4.483 0.492 0.6 0.3 0.1 -0.42
O 0.530 2.578 1.047 -1.1 -0.5 0.0 -0.69
O -0.576 0.086 -2.345 -2.2 -2.0 -0.4 -0.57
O 2.413 1.290 1.431 0.5 -1.7 0.1 -0.72
N -3.242 -3.351 -0.588 -0.3 -0.6 -0.2 -0.86
N 1.474 0.695 -3.103 0.1 0.4 0.0 -0.90
C 1.319 2.958 -1.257 -0.6 -0.7 0.1 -0.47
C -0.274 -1.141 1.792 -1.1 0.5 -0.7 -0.36
C 2.758 2.472 0.945 -0.8 1.6 0.4 0.05
C -2.113 -4.005 0.064 0.1 0.4 0.2 -0.20
C 1.474 3.074 0.270 0.5 0.5 -0.3 0.57
C -1.618 -3.317 1.355 -1.0 0.0 -0.6 -0.41
C 0.042 2.247 -1.747 0.9 0.8 -0.1 -0.51
C 0.258 0.919 -2.384 1.2 0.9 0.2 0.72
C -1.523 -1.803 1.158 1.2 -0.4 0.1 -0.41
C 0.113 0.081 0.932 0.7 -0.5 1.7 -0.70
B 0.942 1.248 1.709 -0.7 0.7 -0.7 0.64
H 0.664 1.378 2.891 0.2 -0.3 0.1 -0.14
H 2.137 0.272 -2.458 0.3 0.3 -0.1 0.39
H -2.321 -3.584 2.145 0.1 0.0 0.3 0.18
H 1.305 3.952 -1.668 0.3 0.4 -0.1 0.23
H 0.535 -1.859 1.857 0.2 -0.1 0.2 0.18
H -0.830 0.527 0.647 -0.2 0.3 -0.5 0.20
H -0.567 -0.787 2.773 0.3 -0.1 0.5 0.19
H -2.377 -5.046 0.244 0.1 -0.2 0.2 0.17
H -3.825 -2.839 0.055 0.1 0.2 -0.1 0.35
H -2.414 -1.274 1.476 -0.3 0.0 0.1 0.19
H 2.175 2.433 -1.666 0.2 0.1 -0.1 0.23
H -0.652 -3.738 1.596 0.3 -0.1 0.3 0.20
H -1.280 -3.991 -0.630 0.1 -0.1 -0.3 0.18
H -0.373 2.856 -2.549 -0.1 0.1 -0.3 0.22
H -1.431 -1.606 0.097 -0.1 0.0 -0.4 0.20
H -2.962 -2.779 -1.368 0.0 0.3 0.2 0.37
H 1.275 0.024 -3.831 0.0 -0.3 0.1 0.37
H -0.729 2.180 -1.001 -0.1 -0.2 0.4 0.26
H 2.972 3.199 1.728 0.5 0.2 0.1 0.17
H 0.657 -0.298 0.072 -0.1 0.1 -0.5 0.19
```
Positions in Å, forces in eV/Å.

Calculated values
**HOMO**: -5.1 eV
**Total charge**: -1
**LUMO energy**: 2.65 eV
**Energy relative to the best compared isomer or geometry (same formula, charge and spin)**: 43.5 kJ/mol
**DFT total energy**: -1150.79985 Ha
**Kohn-Sham gap**: 7.716 eV
**F_max**: 2.97 eV Å⁻¹


Record 6
The following is a quantum chemistry calculation of a structure of composition C33H39BN9Re, from the Open Molecules 2025 dataset.

Geometry as XYZ:
```
83
Properties=species:S:1:pos:R:3:forces:R:3:mulliken_charge:R:1
Re -1.146 -0.485 -0.206 2.8 0.0 0.2 0.70
N 0.817 -2.481 -1.322 0.5 -0.3 -0.5 0.38
N 4.681 1.785 1.449 0.8 -1.6 0.7 -0.53
N 0.387 -0.946 1.014 -1.2 0.6 -1.5 0.64
N 0.147 0.381 -1.583 -1.5 -0.8 1.2 -0.02
N -0.517 -2.399 -1.010 -0.9 1.9 0.6 0.05
N 2.579 2.725 1.472 -1.6 0.1 0.4 -0.33
N -1.033 1.586 0.942 -0.2 -1.3 -0.7 0.45
N 1.640 -1.174 0.571 1.1 0.1 0.1 0.79
N 1.401 -0.125 -1.722 0.7 -0.1 -0.2 0.80
C -0.978 -1.192 3.050 0.2 0.1 0.0 -1.43
C -0.138 2.514 0.584 0.3 0.3 -0.3 -0.04
C 0.001 1.395 -2.477 0.6 0.5 -0.7 0.93
C -0.100 3.796 1.129 -0.5 -0.2 0.4 0.34
C 3.418 1.777 1.813 0.4 0.9 -0.8 -0.53
C 2.397 -1.588 1.606 -0.3 0.2 -0.2 0.41
C 0.317 -1.246 2.324 0.6 -0.4 1.1 0.77
C 2.088 4.840 0.412 -0.7 0.1 0.1 -0.72
C 2.040 0.516 -2.714 -0.6 0.3 0.1 0.69
C -5.873 -1.713 1.942 -0.2 -0.1 0.2 -1.68
C -1.152 2.313 -2.659 -0.2 -0.2 0.0 -1.71
C -4.737 0.327 0.992 -0.1 0.0 -0.1 -0.75
C 5.153 2.787 0.742 0.1 0.5 -0.4 -0.31
C -1.009 4.103 2.145 0.3 -0.3 -0.5 -0.78
C 3.400 0.243 -3.203 0.3 -0.2 0.0 -1.51
C 2.421 -4.163 -2.283 0.3 0.0 0.0 -1.31
C 4.341 3.836 0.344 -0.7 -0.1 0.3 -0.74
C -1.061 -3.610 -1.279 0.4 -1.2 -0.3 0.58
C -1.865 1.885 1.945 -0.5 0.3 0.9 -0.48
C -0.080 -4.432 -1.812 -0.5 0.6 0.2 -1.33
C 1.100 -3.695 -1.824 -0.6 0.1 0.1 0.89
C -1.872 3.115 2.581 0.0 -0.4 -0.2 -1.51
C -5.021 -1.043 0.933 0.2 0.3 -0.1 0.53
C 2.998 3.761 0.752 1.5 -0.4 -0.3 1.19
C -3.352 0.189 -1.001 -0.2 0.1 -0.2 -0.71
C 0.768 4.859 0.624 0.6 0.4 -0.3 -1.33
C 1.579 -1.635 2.741 -0.9 0.3 -0.1 -1.33
C 1.176 1.495 -3.203 -0.5 -0.3 0.5 -1.37
C -3.964 0.939 0.025 0.1 0.1 -0.1 -0.42
C 3.823 -1.945 1.533 0.2 -0.1 -0.2 -1.43
C -4.520 -1.768 -0.154 0.3 0.0 0.0 -0.62
C -3.689 -1.181 -1.100 0.0 0.0 -0.1 -0.80
C -2.438 -4.074 -0.991 -0.1 0.1 0.1 -1.54
B 1.827 -1.384 -0.950 -0.7 0.3 0.0 -0.08
H 3.412 -0.648 -3.830 0.0 -0.1 0.0 0.28
H -1.055 -0.280 3.641 -0.1 0.1 0.0 0.29
H 0.569 2.244 -0.186 0.0 0.1 0.0 0.61
H -2.569 1.126 2.253 0.1 0.0 0.0 0.76
H -0.780 3.237 -3.097 0.0 0.0 0.1 0.47
H -6.056 -1.091 2.813 0.0 0.0 0.0 0.42
H 3.135 -4.199 -1.462 0.1 0.0 0.1 0.30
H -1.861 1.900 -3.377 -0.1 0.0 0.0 0.41
H -0.217 -5.440 -2.143 0.0 -0.3 -0.1 0.59
H -3.126 -3.800 -1.787 -0.1 0.0 0.0 0.25
H -1.058 -2.029 3.740 -0.1 -0.1 -0.1 0.50
H 4.094 0.086 -2.385 0.2 0.0 0.1 0.32
H 4.270 -1.861 2.520 0.1 0.1 0.0 0.44
H -2.434 -5.161 -0.952 0.0 0.0 0.1 0.51
H -3.425 -1.726 -1.997 0.1 0.0 0.0 0.81
H 4.711 4.667 -0.236 0.1 0.1 0.0 0.47
H 2.319 -5.163 -2.693 0.0 0.0 0.0 0.39
H 2.921 -1.696 -1.210 0.4 -0.1 -0.1 -0.04
H -5.186 0.923 1.773 -0.1 0.1 0.1 0.53
H 0.253 5.796 0.444 0.0 0.0 -0.1 0.55
H 2.578 5.719 0.017 -0.2 0.1 0.0 0.42
H 3.733 1.077 -3.813 0.1 0.0 0.0 0.44
H 2.838 -3.521 -3.056 0.0 0.1 0.0 0.29
H -1.020 5.088 2.581 0.0 0.1 0.1 0.64
H -3.850 2.015 0.039 0.1 0.0 0.0 0.46
H -2.794 -3.696 -0.035 0.0 -0.1 0.0 0.34
H 3.048 0.958 2.410 0.0 -0.1 0.2 0.85
H -6.843 -1.960 1.506 -0.1 0.0 -0.1 0.40
H 4.365 -1.324 0.825 0.1 0.1 0.0 0.31
H 1.868 -1.944 3.723 0.1 -0.1 0.3 0.63
H -1.813 -1.237 2.335 -0.1 0.0 0.1 0.07
H -2.561 3.300 3.387 -0.1 0.0 0.1 0.51
H -5.437 -2.661 2.256 0.0 0.0 0.0 0.38
H -2.988 0.695 -1.891 0.0 0.0 0.0 1.07
H 1.369 2.191 -3.993 0.1 0.2 -0.2 0.62
H 6.205 2.749 0.483 0.0 0.0 0.0 0.45
H -1.664 2.547 -1.729 -0.1 0.0 0.1 0.31
H -4.846 -2.788 -0.277 0.0 -0.2 0.0 0.83
H 3.938 -2.985 1.225 0.0 -0.1 -0.1 0.34
```
Positions in Å, forces in eV/Å.

Calculated values
**Spin multiplicity**: 2
**HOMO (alpha / beta)**: -16.1 / -16.1 eV
**Total charge**: +3
**LUMO energy (alpha / beta)**: -12.01 / -11.49 eV
**Energy relative to the best compared isomer or geometry (same formula, charge and spin)**: 106.8 kJ/mol
**DFT total energy**: -1875.92345 Ha
**Kohn-Sham gap (alpha / beta)**: 4.099 / 4.614 eV
**F_max**: 2.85 eV Å⁻¹